1.
Computed, not measured: 2 unconnected molecules or ions with the total composition C2H7N3O2S, with ωB97M-V/def2-TZVPD.

CARTESIAN COORDINATES (ANGSTROEM)
C1 2.3310 -0.3433 0.3395
S1 0.9358 0.6065 -0.4073
N1 -0.0428 1.3231 0.5173
O1 1.4366 1.2726 -1.5458
O2 0.2405 -0.8105 -1.0478
H1 2.4572 0.2469 1.2364
H2 1.8559 -1.3652 0.4564
H3 3.1449 -0.1976 -0.3548
H4 -0.1941 0.7510 1.3324
H5 -0.2902 -0.4720 -1.7867
N2 -2.7125 0.7068 -0.5647
C2 -2.3843 -0.2719 0.0895
N3 -2.4386 -1.1195 0.9557
H6 -2.4034 1.6341 -0.2787
H7 -1.9359 -1.9610 1.0586

Cartesian forces (eV/Å) of the 6 atoms listed first:
C -2.59 0.40 0.10
S -0.64 -2.83 0.46
N 1.51 -0.08 -0.90
O 0.21 1.59 -1.01
O 0.28 1.28 0.46
H 0.54 -0.50 0.57

Values from the calculation:
multiplicity = 1
energy relative to the best compared isomer or geometry (same formula, charge and spin) = 78.3 kJ/mol
HOMO level = -9.90 eV
structure (SMILES) = C[S@@](=N)(=O)O.N=C=N
orbital gap = 10.368 eV
LUMO level = 0.466 eV

natural (NBO) atomic charge list, values in e, 6 entries:
1. C -0.83
2. S 2.18
3. N -1.13
4. O -0.92
5. O -0.92
6. H 0.23

2.
Computed, not measured: 2 unconnected molecules or ions with the total composition C7H10Cl2N, with ωB97M-V/def2-TZVPD.

CARTESIAN COORDINATES (ANGSTROEM)
C1 -0.4895 -2.6555 -0.3227
C2 -0.0213 -1.4551 -0.2217
C3 0.2324 -0.6693 -2.2202
C4 0.9997 1.7184 -2.0979
C5 0.1345 2.9486 -2.1405
C6 0.1300 -0.9652 2.1462
C7 0.1657 -0.3533 0.7076
N1 0.5054 0.5521 -2.4020
Cl1 0.1038 -1.8240 -3.4823
Cl2 2.7530 1.8307 -1.8232
H1 -1.0885 -3.1206 0.4007
H2 -0.4085 -3.3183 -1.2034
H3 -0.6694 2.7686 -3.0127
H4 -0.2653 3.1796 -1.1246
H5 0.8976 3.7429 -2.3919
H6 0.3399 -1.9504 2.0716
H7 0.9884 -0.4476 2.6917
H8 -0.8126 -0.8672 2.7199
H9 -0.5886 0.3583 0.8271
H10 1.1481 0.1255 0.3592

Cartesian forces (eV/Å) of the 6 atoms listed first:
C 0.31 -0.76 -1.94
C -1.00 1.58 -3.02
C 0.60 -0.79 1.96
C -0.34 -2.15 -0.53
C 0.49 0.13 -1.56
C 1.48 3.50 0.93

Values from the calculation:
multiplicity = 1
energy relative to the best compared isomer or geometry (same formula, charge and spin) = 221.7 kJ/mol
HOMO level = -13.87 eV
orbital gap = 8.858 eV
LUMO level = -5.009 eV
net charge = +1

natural (NBO) atomic charge list, values in e, 6 entries:
1. C -0.46
2. C 0.25
3. C 0.29
4. C 0.39
5. C -0.70
6. C -0.58

3.
Computed, not measured: a gas-phase ion, C5H8N (charge +1), with ωB97M-V/def2-TZVPD.

CARTESIAN COORDINATES (ANGSTROEM)
C1 -2.6153 -0.0138 0.1938
C2 -1.3678 -0.1777 -0.2204
C3 -0.1261 0.3853 0.3586
C4 1.0983 -0.6588 0.4980
C5 2.2290 0.2632 0.1538
N1 1.0049 0.2246 -0.6534
H1 -3.3624 -0.4414 -0.3906
H2 -2.7790 0.6714 0.9990
H3 -1.2886 -0.8527 -1.0668
H4 -0.2830 1.3307 0.9065
H5 1.1553 -1.7617 0.4994
H6 2.3632 1.1237 0.7548
H7 3.0241 -0.1570 -0.3739
H8 0.9474 0.0641 -1.6587

Cartesian forces (eV/Å) of the 6 atoms listed first:
C 2.08 1.39 0.51
C -0.25 -0.89 -0.29
C 1.24 -1.98 -0.78
C -0.86 0.73 0.26
C -2.10 -0.25 0.81
N -0.59 1.20 -0.16

Values from the calculation:
multiplicity = 1
energy relative to the best compared isomer or geometry (same formula, charge and spin) = 358.8 kJ/mol
HOMO level = -14.51 eV
structure (SMILES) = C=C[C@H]1[C@@H]2C[N@H+]12
orbital gap = 11.034 eV
LUMO level = -3.477 eV
net charge = +1

natural (NBO) atomic charge list, values in e, 6 entries:
1. C -0.26
2. C -0.29
3. C -0.01
4. C -0.03
5. C -0.18
6. N -0.37

4.
Computed, not measured: a molecular structure, C54H42CrF5OP3SiTe, with ωB97M-V/def2-TZVPD.

CARTESIAN COORDINATES (ANGSTROEM)
Cr1 0.0410 -1.0561 -0.3045
C1 -3.7525 -4.0806 -4.4448
C2 -4.7223 -3.4267 -3.6494
C3 -4.3058 -2.4477 -2.7418
C4 -2.9298 -2.1852 -2.5364
C5 -1.9837 -2.8800 -3.2815
C6 -2.3944 -3.7933 -4.2342
P1 -2.3391 -1.0367 -1.2802
C7 -3.3288 -1.5559 0.1520
C8 -2.8539 -2.3498 1.2162
C9 -3.7422 -2.8222 2.1860
C10 -5.0646 -2.3449 2.2078
C11 -5.5170 -1.5043 1.1902
C12 -4.6449 -1.1359 0.1599
C13 -2.6121 0.5370 -2.1153
C14 -3.8692 0.9576 -2.5893
C15 -3.9673 2.1030 -3.3914
C16 -2.8357 2.8802 -3.5941
C17 -1.5951 2.4403 -3.1577
C18 -1.4541 1.2509 -2.4682
Si1 0.3149 0.5504 -2.2545
C19 0.5574 2.1349 -0.9592
C20 1.1574 3.2796 -1.5076
C21 1.1468 4.5092 -0.8248
C22 0.6991 4.5820 0.4722
C23 0.1728 3.4512 1.0843
C24 0.1466 2.2206 0.4175
P2 -0.5165 0.8025 1.2607
C25 0.1909 0.4775 2.9124
C26 0.9959 1.3714 3.6255
C27 1.2587 1.1695 4.9978
C28 0.8973 -0.0247 5.6317
C29 0.1699 -0.9688 4.9113
C30 -0.1556 -0.7263 3.5734
C31 -2.2071 1.4266 1.6153
C32 -2.8990 2.2198 0.6721
C33 -4.2362 2.6043 0.8581
C34 -4.8773 2.2676 2.0583
C35 -4.1773 1.5746 3.0607
C36 -2.8647 1.1702 2.8515
C37 2.1800 0.5871 -2.5573
C38 2.5443 0.9326 -3.8476
C39 3.8117 0.6213 -4.3335
C40 4.7791 0.1384 -3.4509
C41 4.4639 -0.0269 -2.0983
C42 3.1535 0.1344 -1.6495
P3 2.7086 -0.1462 0.0606
C43 3.6785 1.1662 0.8374
C44 4.1478 2.3091 0.1606
C45 4.7533 3.3469 0.8794
C46 4.8886 3.2983 2.2552
C47 4.5112 2.1453 2.9094
C48 3.9993 1.0513 2.2048
C49 3.4752 -1.6160 0.8244
C50 4.8489 -1.9009 0.7985
C51 5.3990 -2.9380 1.5502
C52 4.5772 -3.7181 2.3461
C53 3.1996 -3.4529 2.3718
C54 2.6620 -2.4556 1.5937
H1 -4.0642 -4.8079 -5.2057
H2 -5.7762 -3.6497 -3.6995
H3 -5.0615 -1.8843 -2.1985
H4 -0.9194 -2.7098 -3.1257
H5 -1.6184 -4.2676 -4.8448
H6 -1.8187 -2.6814 1.2531
H7 -3.3770 -3.5208 2.9225
H8 -5.7274 -2.6479 3.0125
H9 -6.5340 -1.1424 1.1483
H10 -5.0110 -0.4537 -0.6031
H11 -4.7410 0.3211 -2.4963
H12 -4.9202 2.2818 -3.8966
H13 -2.9172 3.8107 -4.1971
H14 -0.7018 3.0403 -3.3800
H15 1.5910 3.2131 -2.5112
H16 1.6028 5.4163 -1.2791
H17 0.7322 5.5188 1.0424
H18 -0.2577 3.4973 2.0771
H19 1.4802 2.2177 3.1415
H20 1.7934 1.9594 5.5532
H21 1.1801 -0.1618 6.6736
H22 -0.1150 -1.8935 5.3667
H23 -0.7655 -1.4476 3.0420
H24 -2.3522 2.5280 -0.2195
H25 -4.7103 3.1625 0.0634
H26 -5.9109 2.5592 2.2348
H27 -4.6702 1.3268 4.0029
H28 -2.3507 0.6137 3.6450
H29 1.8308 1.3598 -4.5282
H30 4.0414 0.7315 -5.3973
H31 5.7606 -0.1409 -3.8253
H32 5.2848 -0.2377 -1.4209
H33 4.0345 2.4121 -0.9265
H34 5.1126 4.2163 0.3257
H35 5.2083 4.1753 2.8188
H36 4.6502 2.0320 3.9707
H37 3.7289 0.1686 2.7682
H38 5.5006 -1.2903 0.1908
H39 6.4654 -3.1048 1.4858
H40 4.9860 -4.5522 2.9042
H41 2.5088 -4.0784 2.9250
H42 1.5993 -2.3694 1.5801
F1 1.4695 -3.2412 -3.7341
Te1 1.5747 -3.8081 -1.8157
F2 3.5422 -3.9738 -1.9876
F3 1.8035 -4.6525 -0.0319
F4 -0.7001 -2.8602 -0.3768
F5 0.1679 -0.0689 -3.8670
O1 1.6867 -2.0337 -1.2142

Cartesian forces (eV/Å) of the 6 atoms listed first:
Cr 1.44 -3.50 0.08
C -0.13 0.27 0.56
C 1.26 0.33 -0.05
C 0.40 -0.08 0.00
C -0.02 -0.86 -0.26
C -0.07 0.13 0.14

Values from the calculation:
multiplicity = 4
HOMO level (spin up / spin down) = -10.96 / -10.95 eV
orbital gap (spin up / spin down) = 5.968 / 5.574 eV
⟨S²⟩ = 4.08
LUMO level (spin up / spin down) = -4.991 / -5.377 eV
net charge = +1

Mulliken atomic charge list, values in e, 6 entries:
1. Cr 0.39
2. C -0.68
3. C -0.91
4. C -0.23
5. C 1.37
6. C -0.12

5.
Computed, not measured: a gas-phase ion, C5H12NS (charge -1), with ωB97M-V/def2-TZVPD.

CARTESIAN COORDINATES (ANGSTROEM)
C1 1.3299 3.4968 -0.0516
C2 0.7646 2.1163 -0.4269
N1 -0.1793 1.6598 0.6181
C3 -1.2795 0.7625 0.1496
C4 -1.0911 -0.7417 0.4786
C5 -0.0063 -1.3530 -0.3683
S1 0.1727 -3.1728 -0.0725
H1 0.6760 4.2905 -0.3943
H2 1.4763 3.4165 1.0238
H3 2.2796 3.6833 -0.5582
H4 1.5228 1.3351 -0.5367
H5 0.1142 2.1875 -1.2998
H6 0.3019 1.0954 1.3020
H7 -2.1776 1.1589 0.6275
H8 -1.3548 0.8547 -0.9356
H9 -1.0506 -0.8884 1.5590
H10 -2.0744 -1.1660 0.2412
H11 1.0103 -0.9843 -0.1779
H12 -0.1580 -1.1339 -1.4198

Cartesian forces (eV/Å) of the 6 atoms listed first:
C 0.41 -1.12 -0.55
C -1.05 -0.27 0.69
N -0.38 -0.26 -0.23
C 0.60 0.21 0.60
C -1.03 1.53 -0.58
C 0.97 -1.40 0.64

Values from the calculation:
multiplicity = 1
energy relative to the best compared isomer or geometry (same formula, charge and spin) = 67.3 kJ/mol
HOMO level = -2.24 eV
structure (SMILES) = CCNCCC[S-]
orbital gap = 5.777 eV
LUMO level = 3.534 eV
net charge = -1

natural (NBO) atomic charge list, values in e, 6 entries:
1. C -0.62
2. C -0.22
3. N -0.66
4. C -0.21
5. C -0.43
6. C -0.53

6.
Computed, not measured: 12 unconnected molecules or ions with the total composition C22H68N10O12, with ωB97M-V/def2-TZVPD.

CARTESIAN COORDINATES (ANGSTROEM)
N1 -1.1430 3.3307 1.8893
C1 -1.1237 4.4222 1.1531
N2 -1.1307 4.1759 -0.1081
O1 -1.0095 5.6421 1.7577
H1 -1.0591 3.4070 2.9539
H2 -1.2197 2.3628 1.4856
H3 -0.9538 4.9779 -0.7868
H4 -1.1072 3.2933 -0.6406
N3 -0.8507 -0.6975 3.2568
C2 -0.3640 -0.8015 4.4655
N4 0.7929 -1.3507 4.5671
O2 -1.0101 -0.1409 5.5841
H5 -1.7133 -0.1837 3.1328
H6 -0.4924 -1.2553 2.4876
H7 1.2518 -1.3837 5.4935
H8 1.0872 -2.0349 3.8024
N5 -0.5427 -0.8169 -0.6189
C3 -0.0517 0.0083 0.2543
N6 1.2032 -0.2939 0.4523
O3 -0.8119 0.9665 0.8869
H9 -1.5537 -0.7211 -0.9126
H10 -0.0336 -1.5019 -1.3094
H11 1.5763 0.1504 1.3082
H12 1.9166 -0.6737 -0.1684
N7 -0.4516 -2.7330 1.3247
C4 0.5739 -3.3027 1.8426
N8 1.4946 -2.4419 2.1440
O4 0.5772 -4.5950 2.3038
H13 -1.2705 -3.2178 1.0581
H14 -0.4956 -1.8291 0.7519
H15 2.3531 -2.6574 2.6340
H16 1.4359 -1.5049 1.6114
N9 3.6306 1.4597 2.4365
C5 3.1306 0.3769 2.9461
N10 1.8241 0.4449 2.8816
O5 3.8646 -0.7482 3.1257
H17 4.6465 1.4381 2.1696
H18 3.0324 2.2377 2.0014
H19 1.4258 -0.3006 3.5895
H20 1.3477 1.3033 2.7205
C6 2.7862 5.0538 2.3715
C7 2.1672 4.1574 1.2495
C8 3.2942 3.6744 0.3216
O6 1.6482 3.1244 1.7524
H21 1.9593 5.5867 2.8429
H22 3.2435 5.8225 1.8123
H23 3.3639 4.5403 3.1423
H24 1.4483 4.7378 0.7349
H25 2.9235 3.1481 -0.5634
H26 4.1100 3.0108 0.7002
H27 3.6984 4.4865 -0.2236
H28 0.7053 3.2382 1.7056
C9 4.2383 -0.5046 -2.8975
C10 4.0949 -0.7292 -1.4437
C11 4.0343 0.4925 -0.5993
O7 3.2145 -1.5815 -1.0826
H29 3.7376 0.4003 -3.2074
H30 4.1263 -1.3935 -3.5365
H31 5.2660 -0.2217 -3.2296
H32 5.0094 -1.2122 -1.1319
H33 4.6949 1.2545 -0.9690
H34 4.4300 0.1352 0.3622
H35 3.0905 0.9371 -0.5432
H36 3.6813 -2.4072 -1.0028
C12 -3.5410 -1.0495 1.1242
C13 -4.0038 -0.2900 2.3683
C14 -4.2272 -1.3056 3.5499
O8 -3.3300 0.6924 2.7149
H37 -3.4317 -0.4092 0.2187
H38 -4.2885 -1.7647 0.8873
H39 -2.5249 -1.5335 1.2459
H40 -4.9376 0.0844 1.9631
H41 -4.9714 -2.0249 3.2182
H42 -4.7668 -0.8577 4.3402
H43 -3.2798 -1.8343 3.7134
H44 -3.6206 1.4283 2.1351
C15 -0.6450 -3.6554 -2.3847
C16 0.7348 -3.0108 -2.4197
C17 1.6207 -3.6413 -3.4161
O9 0.8895 -1.8039 -2.6922
H45 -0.8994 -4.2539 -3.2549
H46 -1.5565 -2.9319 -2.2474
H47 -0.6728 -4.3350 -1.5281
H48 1.1531 -3.1455 -1.4011
H49 2.6528 -3.1502 -3.3975
H50 1.3913 -3.7104 -4.4693
H51 1.7529 -4.6646 -3.1176
H52 1.8106 -1.5003 -2.5006
C18 -4.1490 0.1632 -4.0770
C19 -2.8381 -0.4545 -3.5502
C20 -1.6442 0.2142 -4.1021
O10 -2.7265 -0.2778 -2.3048
H53 -4.9522 -0.3976 -3.7923
H54 -4.0523 0.2226 -5.1545
H55 -4.3522 1.2257 -3.7769
H56 -2.7548 -1.5494 -3.7474
H57 -0.7611 -0.0078 -3.5796
H58 -1.7864 1.2851 -4.1755
H59 -1.5739 -0.0348 -5.1901
H60 -2.8486 0.6505 -2.1407
C21 0.5217 2.1070 -2.0350
O11 1.3082 1.0136 -2.3550
H61 0.7177 2.3763 -0.9535
H62 -0.5156 1.7210 -2.0646
H63 0.6854 2.9928 -2.6311
H64 0.9418 0.2988 -1.9022
C22 -5.3320 -2.3345 -1.4079
O12 -4.1512 -2.6305 -2.1391
H65 -5.4425 -2.9405 -0.5492
H66 -6.2143 -2.5396 -2.1013
H67 -5.3385 -1.2543 -1.1286
H68 -3.7932 -1.7439 -2.2838

Cartesian forces (eV/Å) of the 6 atoms listed first:
N -0.15 -2.32 3.79
C 0.63 5.94 5.84
N 0.37 1.90 -7.27
O -0.45 -5.23 -3.44
H -0.49 0.13 -2.37
H 0.22 1.24 0.54

Values from the calculation:
multiplicity = 1
energy relative to the best compared isomer or geometry (same formula, charge and spin) = 294.4 kJ/mol
HOMO level = -8.49 eV
structure (SMILES) = NC(N)=O.NC(N)=O.NC(N)=O.NC(N)=O.NC(N)=O.CC(C)O.CC(C)O.CC(C)O.CC(C)O.CC(C)O.CO.CO
orbital gap = 8.256 eV
LUMO level = -0.233 eV

Mulliken atomic charge list, values in e, 6 entries:
1. N -0.31
2. C 0.46
3. N -0.11
4. O -0.75
5. H 0.20
6. H 0.41